Entry 1:
A structure of composition C12H24F8Li4N4O28S8 at a distorted geometry, computed with ωB97M-V/def2-TZVPD.

```
! RIJCOSX wB97M-V def2-TZVPD def2/J DEFGRID3
* xyz 0 1
Li 0.82475 -2.74130 1.76030
Li 3.54891 -1.67144 -2.18849
Li -1.59698 -0.97311 1.92419
Li 4.58520 0.44477 1.66194
N 2.64488 -3.38375 1.83127
S 3.19497 -3.93539 0.34908
O 3.88362 -5.15436 0.34176
O 3.62987 -2.90079 -0.51430
F 1.73639 -4.26515 -0.14106
S 4.00790 -2.92463 2.47987
O 4.53163 -1.70363 1.93653
O 4.93142 -3.91504 2.88679
F 3.36301 -2.42030 3.85600
N -4.83559 -3.53821 -0.11696
S -3.31001 -3.09483 -0.54307
O -2.46521 -2.54574 0.46653
O -3.23876 -2.58650 -1.86593
F -2.71455 -4.55218 -0.72150
S -5.23505 -2.25143 0.73845
O -5.47691 -1.10329 -0.07903
O -4.57460 -2.03187 1.99623
F -6.68596 -2.68965 1.19174
N 5.11333 1.78982 0.41126
S 4.01170 2.83088 -0.08776
O 2.76257 2.21724 -0.41711
O 4.42739 3.97840 -0.77568
F 3.57849 3.29295 1.40481
S 5.42857 0.99761 -1.03389
O 5.79023 1.71621 -2.18726
O 4.66906 -0.21973 -1.10884
F 6.82122 0.47716 -0.48186
N 0.21460 -0.91255 1.36748
S 0.93134 0.46534 1.77253
O 0.23085 1.64333 1.47939
O 2.33394 0.43418 1.64416
F 0.66046 0.25499 3.32723
S 0.35499 -0.76408 -0.33112
O 1.66193 -0.75364 -0.86061
O -0.68438 -0.04991 -0.96579
F -0.09888 -2.27774 -0.50898
C -0.89222 5.06975 0.27185
O 0.37329 5.27434 -0.29480
C 0.51812 5.11890 -1.61426
O -0.36892 4.83296 -2.37119
O 1.78957 5.31860 -1.90854
C 2.09984 5.60966 -3.26826
H -1.06835 5.81724 1.04920
H -0.97269 4.12363 0.81185
H -1.70626 5.15938 -0.44422
H 3.17946 5.61072 -3.36795
H 1.62115 6.52584 -3.60914
H 1.73993 4.80061 -3.91100
C -0.50002 -2.32507 9.87694
O 0.12197 -1.82303 8.71046
C -0.28697 -0.62396 8.26730
O -1.29914 -0.07630 8.59949
O 0.62942 -0.18411 7.41447
C 0.46280 1.17650 6.95306
H -1.42377 -1.84308 10.19124
H 0.17717 -2.21697 10.72861
H -0.71592 -3.38494 9.75840
H 1.39991 1.64659 7.24809
H -0.36800 1.70086 7.41167
H 0.38513 1.14603 5.86997
C -0.87961 -2.42977 -3.50179
O 0.18330 -3.02307 -4.29502
C 1.41957 -3.02497 -3.86498
O 1.78626 -2.59902 -2.78674
O 2.27539 -3.49313 -4.75383
C 1.80480 -4.15941 -5.93459
H -1.57988 -2.08502 -4.25762
H -0.50220 -1.57302 -2.95239
H -1.36204 -3.18564 -2.89200
H 1.32393 -3.47269 -6.62226
H 1.14282 -4.97113 -5.63652
H 2.67208 -4.63932 -6.37742
C -6.38301 3.46746 -5.62027
O -5.34084 2.60395 -5.21445
C -5.36676 2.13958 -3.96964
O -6.17144 2.41819 -3.12311
O -4.39383 1.24890 -3.83841
C -3.77513 1.04505 -2.56558
H -7.33903 2.95005 -5.62267
H -6.10114 3.85732 -6.59599
H -6.45644 4.37652 -5.01696
H -2.90234 0.44461 -2.80403
H -4.43898 0.48064 -1.91102
H -3.46728 1.98708 -2.11424
*
```

Largest force on an atom ... 5.49 eV Å⁻¹
Energy above the lowest of the compared OMol25 structures with the same formula, charge and spin ... 0.0 kJ/mol

Entry 2:
A cluster of 7 separate species, C12H24N6O12 in total at a distorted geometry, computed with ωB97M-V/def2-TZVPD.

```
! RIJCOSX wB97M-V def2-TZVPD def2/J DEFGRID3
* xyz 0 1
C 2.30015 5.12021 2.51292
N 1.68066 3.83937 2.14046
O 1.60040 3.56701 0.99591
O 1.31479 3.11162 3.06764
H 1.52120 5.78645 2.88367
H 2.78163 5.45835 1.59535
H 3.08601 4.98348 3.25576
C 6.36176 -0.01572 -0.71389
N 5.00499 0.50339 -0.56758
O 4.78400 1.58724 -0.11488
O 4.17452 -0.19687 -1.12545
H 6.38188 -1.06810 -0.43072
H 6.95675 0.57321 -0.01585
H 6.56704 0.24499 -1.75216
C -3.18729 -2.35342 0.67492
N -3.27503 -3.71446 1.33046
O -2.77407 -4.70258 0.74942
O -3.88115 -3.73459 2.42559
H -3.78913 -2.46550 -0.22693
H -2.16123 -2.08590 0.42246
H -3.64182 -1.62346 1.34477
C -2.88261 -1.84699 -3.45407
N -2.24844 -3.15874 -3.10205
O -2.67333 -3.86272 -2.15628
O -1.33186 -3.52106 -3.78548
H -2.62827 -1.68166 -4.50100
H -2.50830 -1.14712 -2.70696
H -3.96456 -1.89767 -3.57621
C -1.78464 3.03174 -4.53577
N -3.27391 2.99872 -4.73194
O -3.93380 2.12419 -4.15787
O -3.74347 3.93604 -5.43984
H -1.70711 3.02703 -3.44854
H -1.33064 3.92101 -4.97302
H -1.43429 2.08395 -4.94449
C 0.99073 0.82459 -0.72698
N -0.11899 0.25316 -1.51197
O -0.64523 -0.79490 -1.11218
O -0.57392 0.79307 -2.53761
H 1.86863 0.58052 -1.32517
H 0.97611 0.32000 0.23909
H 0.71746 1.87281 -0.60589
C -0.12307 -0.38760 3.26315
C -1.25172 -1.19983 3.42154
C -1.09124 -2.49262 3.88949
C 0.09639 -3.01184 4.17537
C 1.33275 -2.29478 3.99016
C 1.14528 -0.92834 3.55687
H -0.09714 0.63167 2.90705
H -2.20768 -0.74674 3.20415
H -1.93014 -3.10100 4.19365
H 0.23200 -4.06631 4.36542
H 2.28119 -2.73725 4.25678
H 2.03778 -0.33610 3.41871
*
```

Largest force on an atom ... 5.22 eV Å⁻¹
Energy ... -46325.473 eV

Entry 3:
A structure of composition C12H24N6O2ReSbSe4, computed with ωB97M-V/def2-TZVPD.

```
! RIJCOSX wB97M-V def2-TZVPD def2/J DEFGRID3
* xyz 1 2
Re 1.02634 0.36336 -0.42708
Se 0.07472 -1.79432 -5.36560
Sb 1.28304 -0.34452 -3.97074
Se 2.39286 -1.17806 -1.84991
Se -0.16373 1.08379 -2.42049
Se 3.29846 0.95472 -4.46382
C -0.64109 -3.11934 -1.35457
N 0.33428 -3.32955 -0.30371
C 1.18544 -4.51987 -0.29191
C 2.04757 -4.30328 0.96365
N 1.78971 -2.89722 1.28503
C 2.59290 -2.14349 2.22928
C 0.80779 -2.42146 0.53188
N 0.31829 -1.14215 0.62032
C -0.41620 -0.77570 1.84587
C -1.39481 0.28424 1.39774
N -0.62575 1.23284 0.57877
C -1.20401 2.39111 0.21590
N -0.51991 3.53464 0.07424
C 0.89500 3.74212 0.29801
C -1.35606 4.56232 -0.53390
C -2.75458 4.03807 -0.23158
N -2.50275 2.60261 -0.08112
C -3.59326 1.64848 -0.14041
H -1.34353 -3.95200 -1.35808
H -0.14788 -3.05846 -2.32774
H -1.17787 -2.19236 -1.17121
H 1.77802 -4.54588 -1.20907
H 0.57787 -5.42073 -0.23647
H 3.10897 -4.45296 0.77369
H 1.74611 -4.94237 1.79499
H 3.62642 -2.47559 2.14763
H 2.25317 -2.29703 3.25430
H 2.55621 -1.08369 1.98471
H 0.26493 -0.38440 2.60736
H -0.94386 -1.63859 2.25738
H -1.84437 0.78038 2.26030
H -2.18191 -0.21237 0.82793
H 1.23792 3.16409 1.15007
H 1.04838 4.79762 0.51344
H 1.49331 3.47747 -0.57659
H -1.16408 4.61884 -1.60960
H -1.15599 5.53255 -0.08574
H -3.45483 4.21606 -1.04410
H -3.16485 4.45415 0.69275
H -4.42517 2.13777 -0.64140
H -3.92896 1.32675 0.84584
H -3.31558 0.78513 -0.74115
O 2.36459 1.07724 0.40167
O 3.31872 1.81903 0.88324
*
```

Largest force on an atom ... 0.48 eV Å⁻¹
Energy above the lowest of the compared OMol25 structures with the same formula, charge and spin ... 78.1 kJ/mol
Expectation value of S² ... 0.76

Entry 4:
A cluster of 5 separate species, C12H24N6OPS in total at a distorted geometry, computed with ωB97M-V/def2-TZVPD.

```
! RIJCOSX wB97M-V def2-TZVPD def2/J DEFGRID3
* xyz 1 1
N 4.28619 2.91706 -1.93802
P 3.17300 2.48231 -0.56766
O 3.04612 3.84383 0.51128
C 1.50176 2.12384 -1.42928
C 0.15561 2.06028 -0.44319
N -1.01858 2.21103 -1.40152
C -0.68998 3.49825 -2.18512
S -1.21844 5.07586 -1.30789
C 0.90400 3.24046 -2.50602
H 3.78436 3.72800 -2.39661
H 4.13822 2.11986 -2.62496
H 3.33171 4.70576 0.04892
H 1.70811 1.16922 -2.11480
H 0.17131 1.16545 0.31513
H 0.28319 3.02649 0.22844
H -1.91195 2.21573 -0.86170
H -1.11804 1.49472 -2.17947
H -1.18672 3.57648 -3.26774
H -2.10495 4.69974 -0.24784
H 0.85170 2.58756 -3.50059
H 1.58767 4.13377 -2.82965
C 1.72446 -1.61177 2.18115
C 0.49386 -1.25088 1.36511
N -0.52695 -0.95151 0.68809
H 2.55823 -0.95970 1.90662
H 1.51358 -1.49048 3.24715
H 2.00710 -2.65071 1.98999
C 5.44360 -3.11106 0.89626
C 4.73133 -3.22973 2.23384
N 4.14045 -3.32825 3.34343
H 4.77879 -3.43310 0.09001
H 5.73811 -2.07265 0.72160
H 6.33799 -3.74025 0.89298
C -3.07108 -2.53016 2.17800
C -3.45468 -4.00098 2.18727
N -3.77293 -5.22110 2.19487
H -3.96419 -1.91277 2.04792
H -2.58918 -2.26465 3.12289
H -2.37767 -2.33083 1.35625
C -7.04263 -2.89230 -0.34471
C -5.67163 -2.23853 -0.28591
N -4.53426 -1.69626 -0.23711
H -7.26406 -3.38046 0.60839
H -7.80758 -2.13688 -0.54407
H -7.06497 -3.64070 -1.14171
*
```

Largest force on an atom ... 10.14 eV Å⁻¹
Energy ... -43932.488 eV

Entry 5:
A structure of composition C12H24NO6S6SeTc at a distorted geometry, computed with ωB97M-V/def2-TZVPD.

```
! RIJCOSX wB97M-V def2-TZVPD def2/J DEFGRID3
* xyz 1 2
Tc -0.32470 -0.49370 -0.31430
C 3.29820 0.30770 -1.07890
C 3.61750 0.07690 0.38760
S 2.22180 -0.64560 1.33960
C 2.03190 0.51020 2.75960
C 1.79540 1.97710 2.46040
S 0.33540 2.28200 1.38700
C 1.02230 3.43510 0.15140
C 2.19210 2.89890 -0.65240
S 1.81700 1.29730 -1.48310
H 4.14060 0.80210 -1.56500
H 3.11180 -0.64910 -1.57370
H 4.42050 -0.66390 0.43280
H 3.94520 0.97780 0.90310
H 1.17890 0.10020 3.30060
H 2.91610 0.40820 3.38950
H 1.58850 2.49710 3.39760
H 2.65380 2.45140 1.99380
H 0.17420 3.65770 -0.49520
H 1.30960 4.34420 0.68010
H 2.43100 3.60000 -1.45110
H 3.07700 2.76150 -0.04000
C -2.86060 -1.94830 -3.05270
C -3.73730 -2.25490 -1.84520
S -3.04890 -1.71650 -0.24040
C -3.95530 -0.16080 0.09200
C -3.76790 0.94550 -0.92330
S -2.04370 1.57830 -1.09960
C -2.01420 1.85510 -2.91270
C -1.83010 0.63400 -3.79820
S -3.32140 -0.42350 -3.94170
H -2.95550 -2.75620 -3.77780
H -1.80880 -1.88090 -2.78290
H -3.81180 -3.33650 -1.73160
H -4.73980 -1.83850 -1.93980
H -3.63060 0.13960 1.09140
H -5.01460 -0.41800 0.14110
H -4.36810 1.80330 -0.61690
H -4.07530 0.63170 -1.92030
H -1.17250 2.52860 -3.06810
H -2.93790 2.37630 -3.16460
H -0.99730 0.01910 -3.45900
H -1.61960 0.97660 -4.81310
O -2.24090 -0.36730 3.07200
N -1.14200 -0.46070 2.56690
O -0.92120 -0.35550 1.34650
O 2.26100 -2.51800 -1.98890
Se 0.72580 -2.57310 -1.74710
O 0.31170 -2.53990 -0.16370
O 0.14320 -0.93760 -2.02620
O -0.11890 -3.55450 -2.59830
*
```

Largest force on an atom ... 5.91 eV Å⁻¹
Energy ... -159150.564 eV
Expectation value of S² ... 1.06

Entry 6:
A structure of composition C12H24NO8Sr at a distorted geometry, computed with ωB97M-V/def2-TZVPD.

```
! RIJCOSX wB97M-V def2-TZVPD def2/J DEFGRID3
* xyz -1 1
Sr -2.85248 -1.44159 13.76813
C 0.17331 -0.52164 17.09558
C -0.85528 -0.84933 15.96438
O -1.14795 0.00781 15.11115
O -1.50915 -1.89143 15.93503
H 1.20300 -0.36662 16.77339
H 0.02239 -1.31237 17.83048
H -0.17320 0.39877 17.56555
C -1.16414 -1.97992 9.83740
C -0.52537 -1.17741 10.97274
O -0.78334 -1.51370 12.11507
O 0.29130 -0.26829 10.72442
H -0.80440 -1.58675 8.88656
H -2.24869 -1.91902 9.74721
H -0.90336 -3.03666 9.77904
C -4.82248 0.11355 9.98325
C -4.25948 -0.41294 11.31352
O -3.84505 0.39673 12.16422
O -4.29319 -1.63013 11.58547
H -4.79317 1.19488 9.84923
H -5.86948 -0.17613 9.89389
H -4.18585 -0.25669 9.17968
C -4.63971 1.43499 15.33868
O -4.39522 0.10245 15.19194
C -5.28474 -0.85858 15.91109
C -5.67989 -2.07678 15.06254
N -4.58103 -2.98089 14.84292
C -4.96161 -4.10237 14.03775
C -3.78531 -4.92704 13.62358
O -2.82608 -4.09161 13.02179
C -1.51397 -4.71358 13.06034
H -5.66316 1.77903 15.48795
H -4.25724 1.87657 14.41845
H -4.12381 1.85499 16.20213
H -6.21813 -0.30606 16.01877
H -4.85210 -0.95775 16.90662
H -6.16082 -1.79801 14.12493
H -6.49341 -2.50469 15.64835
H -4.25323 -3.32731 15.73323
H -5.49433 -3.66055 13.19566
H -5.68761 -4.66006 14.62936
H -4.13662 -5.70157 12.94182
H -3.29928 -5.49801 14.41469
H -0.81932 -3.96545 13.44224
H -1.25068 -4.95150 12.02972
H -1.49737 -5.59195 13.70555
*
```

Largest force on an atom ... 4.59 eV Å⁻¹
Energy above the lowest of the compared OMol25 structures with the same formula, charge and spin ... 3.8 kJ/mol

> The highest largest force on an atom belongs to which entry?

C12H24N6OPS

Please write out number 6 again, unchanged.
A structure of composition C12H24NO8Sr at a distorted geometry, computed with ωB97M-V/def2-TZVPD.

```
! RIJCOSX wB97M-V def2-TZVPD def2/J DEFGRID3
* xyz -1 1
Sr -2.85248 -1.44159 13.76813
C 0.17331 -0.52164 17.09558
C -0.85528 -0.84933 15.96438
O -1.14795 0.00781 15.11115
O -1.50915 -1.89143 15.93503
H 1.20300 -0.36662 16.77339
H 0.02239 -1.31237 17.83048
H -0.17320 0.39877 17.56555
C -1.16414 -1.97992 9.83740
C -0.52537 -1.17741 10.97274
O -0.78334 -1.51370 12.11507
O 0.29130 -0.26829 10.72442
H -0.80440 -1.58675 8.88656
H -2.24869 -1.91902 9.74721
H -0.90336 -3.03666 9.77904
C -4.82248 0.11355 9.98325
C -4.25948 -0.41294 11.31352
O -3.84505 0.39673 12.16422
O -4.29319 -1.63013 11.58547
H -4.79317 1.19488 9.84923
H -5.86948 -0.17613 9.89389
H -4.18585 -0.25669 9.17968
C -4.63971 1.43499 15.33868
O -4.39522 0.10245 15.19194
C -5.28474 -0.85858 15.91109
C -5.67989 -2.07678 15.06254
N -4.58103 -2.98089 14.84292
C -4.96161 -4.10237 14.03775
C -3.78531 -4.92704 13.62358
O -2.82608 -4.09161 13.02179
C -1.51397 -4.71358 13.06034
H -5.66316 1.77903 15.48795
H -4.25724 1.87657 14.41845
H -4.12381 1.85499 16.20213
H -6.21813 -0.30606 16.01877
H -4.85210 -0.95775 16.90662
H -6.16082 -1.79801 14.12493
H -6.49341 -2.50469 15.64835
H -4.25323 -3.32731 15.73323
H -5.49433 -3.66055 13.19566
H -5.68761 -4.66006 14.62936
H -4.13662 -5.70157 12.94182
H -3.29928 -5.49801 14.41469
H -0.81932 -3.96545 13.44224
H -1.25068 -4.95150 12.02972
H -1.49737 -5.59195 13.70555
*
```

Largest force on an atom ... 4.59 eV Å⁻¹
Energy above the lowest of the compared OMol25 structures with the same formula, charge and spin ... 3.8 kJ/mol